Here is a structure of composition C21H30F4Mn2O13S at a distorted geometry from the OMol25 dataset. Energies are from ωB97M-V/def2-TZVPD.

Results
Net charge: +2
Spin multiplicity: 11
HOMO-LUMO gap (alpha / beta), eV: 7.21 / 7.20
LUMO energy (alpha / beta), eV: -7.233 / -7.250
E_HOMO (alpha / beta), eV: -14.4 / -14.4

Geometry as XYZ:
```
71
C21H30F4Mn2O13S ωB97M-V/def2-TZVPD
Mn 1.81 0.31 0.01
Mn -1.52 2.28 0.83
F -0.12 0.70 0.72
C 2.07 4.96 1.01
F 1.78 4.54 2.27
F 1.44 6.11 0.77
F 3.37 5.03 0.84
S 1.38 3.66 -0.29
O 2.13 2.37 -0.08
O -0.04 3.54 0.09
O 1.65 4.27 -1.61
O 1.07 0.59 -1.89
C 0.48 0.60 -3.01
O -0.32 -0.41 -3.51
C -0.64 -0.23 -4.86
C -0.41 1.27 -5.11
C 0.65 1.65 -4.08
H -1.71 -0.44 -4.90
H -0.05 -0.98 -5.37
H -1.35 1.80 -4.94
H -0.10 1.50 -6.13
H 0.57 2.69 -3.76
H 1.69 1.49 -4.37
O -2.39 -3.62 4.39
C -1.32 -3.20 3.99
O -1.13 -1.99 3.40
C 0.23 -1.65 3.15
C 1.00 -2.68 4.00
C 0.07 -3.85 4.17
H 0.42 -0.61 3.40
H 0.50 -1.78 2.10
H 1.27 -2.23 4.95
H 1.87 -3.10 3.50
H 0.12 -4.44 5.08
H 0.21 -4.58 3.37
O 2.57 0.45 1.96
C 3.52 0.51 2.84
O 3.96 1.64 3.43
C 5.06 1.34 4.34
C 5.60 0.07 3.78
C 4.40 -0.59 3.25
H 4.65 1.13 5.32
H 5.78 2.16 4.41
H 6.11 -0.42 4.61
H 6.33 0.25 3.00
H 3.77 -1.14 3.95
H 4.57 -1.26 2.40
O -2.85 -2.21 -3.14
C -2.37 -2.32 -2.00
O -2.99 -1.82 -0.91
C -2.21 -2.08 0.27
C -1.35 -3.21 -0.10
C -1.10 -3.00 -1.54
H -2.76 -2.37 1.17
H -1.66 -1.20 0.58
H -1.76 -4.20 0.08
H -0.48 -3.10 0.56
H -0.84 -3.89 -2.10
H -0.21 -2.38 -1.63
O -2.25 1.51 -0.97
C -3.16 1.47 -1.83
O -2.89 1.83 -3.06
C -3.99 1.57 -3.95
C -4.93 0.65 -3.14
C -4.57 0.98 -1.66
H -3.77 1.15 -4.94
H -4.47 2.52 -4.17
H -4.71 -0.39 -3.38
H -5.98 0.88 -3.36
H -4.53 0.12 -1.00
H -5.16 1.79 -1.22
```

***

Here is an isolated molecule of C21H30N2O3 from the OMol25 dataset. Energies are from ωB97M-V/def2-TZVPD.

Results
Energy above the lowest of the compared OMol25 structures with the same formula, charge and spin, kcal/mol: 18.1
Net charge: 0
Spin multiplicity: 1
HOMO-LUMO gap, eV: 9.08
LUMO energy, eV: 0.597
E_HOMO, eV: -8.5

Geometry as XYZ:
```
56
C21H30N2O3 ωB97M-V/def2-TZVPD
C 1.25 -1.30 -6.09
O 1.10 -0.31 -5.10
C 1.47 -0.61 -3.82
C 1.34 0.42 -2.89
C 1.68 0.22 -1.57
C 2.16 -1.01 -1.14
C 2.50 -1.25 0.31
N 1.63 -2.23 0.92
C 2.09 -3.41 1.38
O 3.22 -3.82 1.25
C 0.93 -4.12 2.08
C -0.10 -3.01 2.27
C 0.21 -2.01 1.13
C -0.58 -2.38 -0.13
C -0.01 -0.58 1.65
O 0.57 -0.18 2.64
N -0.86 0.20 0.94
C -1.20 1.55 1.35
C -1.23 2.46 0.12
C -0.79 3.90 0.40
C -1.33 4.50 1.70
C -2.77 4.10 2.05
C -2.84 2.81 2.86
C -2.55 1.54 2.08
C 2.30 -2.03 -2.07
C 1.96 -1.84 -3.40
H 2.30 -1.61 -6.19
H 0.63 -2.18 -5.88
H 0.92 -0.84 -7.02
H 0.97 1.38 -3.24
H 1.59 1.03 -0.86
H 3.51 -1.67 0.39
H 2.46 -0.32 0.87
H 0.57 -4.92 1.43
H 1.27 -4.57 3.01
H 0.07 -2.51 3.23
H -1.12 -3.37 2.24
H -1.65 -2.34 0.06
H -0.33 -1.72 -0.96
H -0.32 -3.39 -0.42
H -1.35 -0.18 0.15
H -0.41 1.86 2.04
H -0.56 2.05 -0.64
H -2.23 2.45 -0.30
H -1.12 4.52 -0.44
H 0.30 3.95 0.42
H -1.27 5.59 1.62
H -0.68 4.21 2.53
H -3.37 4.02 1.14
H -3.21 4.90 2.65
H -2.15 2.88 3.70
H -3.85 2.72 3.28
H -3.34 1.36 1.34
H -2.55 0.70 2.78
H 2.68 -2.99 -1.74
H 2.08 -2.66 -4.09
```

***

Here is a structure of composition C21H30N2O5S at a distorted geometry from the OMol25 dataset. Energies are from ωB97M-V/def2-TZVPD.

Results
Energy above the lowest of the compared OMol25 structures with the same formula, charge and spin, kcal/mol: 469.9
Net charge: 0
Spin multiplicity: 1
HOMO-LUMO gap, eV: 7.96
LUMO energy, eV: 0.278
E_HOMO, eV: -7.7

Geometry as XYZ:
```
59
C21H30N2O5S ωB97M-V/def2-TZVPD
C 2.82 4.13 1.92
C 1.77 3.08 1.32
C 2.30 1.75 0.65
O 1.82 1.36 -0.27
C 3.82 1.35 1.11
C 4.33 0.25 0.45
C 3.43 -0.92 0.53
H 2.57 -0.97 -0.19
C 3.19 -1.61 1.80
N 2.53 -0.41 2.53
C 1.21 -0.42 2.91
O 0.91 0.63 3.35
C 0.39 -1.21 2.14
C -0.13 -2.47 3.12
C -0.88 -3.37 2.46
C -1.48 -3.09 1.40
C -1.12 -1.91 0.46
C -0.21 -1.06 1.08
H 0.03 -0.41 0.39
O -1.70 -2.01 -0.62
C -1.34 -0.92 -1.61
C -2.26 0.31 -0.89
C -3.79 -0.06 -1.13
N -4.17 -0.41 -2.35
S -4.74 0.35 -3.69
O -5.39 -0.19 -4.73
O -5.71 1.58 -2.89
C -3.61 1.56 -4.23
H -3.11 2.36 -3.31
H -2.88 1.21 -4.76
H -4.08 2.28 -4.92
C -3.25 -1.58 -3.12
C -1.89 -1.32 -2.98
H -1.26 -2.09 -3.33
H -1.52 -0.43 -3.68
H -3.68 -2.60 -2.36
H -3.63 -1.80 -4.20
H -4.15 -0.67 -0.30
H -4.35 0.87 -0.97
H -2.00 0.49 0.11
H -2.11 1.31 -1.69
H -0.39 -0.60 -1.29
H -2.09 -3.83 0.92
H -1.21 -4.04 3.14
H 0.43 -2.61 4.11
C 3.34 0.72 2.57
H 4.32 0.45 3.08
H 2.89 1.56 3.25
H 4.03 -2.00 2.28
H 2.45 -2.42 1.96
H 3.93 -1.98 -0.16
H 4.40 0.45 -0.65
H 5.18 -0.21 0.62
H 4.36 2.18 1.38
H 1.04 3.65 0.72
H 1.13 2.71 2.43
H 3.62 4.44 1.02
H 2.42 5.00 2.35
H 3.46 3.64 2.73
```

***

Here is a structure of composition C21H30N2O6 at a distorted geometry from the OMol25 dataset. Energies are from ωB97M-V/def2-TZVPD.

Results
Energy above the lowest of the compared OMol25 structures with the same formula, charge and spin, kcal/mol: 570.6
Net charge: 0
Spin multiplicity: 1
HOMO-LUMO gap, eV: 7.34
LUMO energy, eV: 0.337
E_HOMO, eV: -7.0

Geometry as XYZ:
```
59
C21H30N2O6 ωB97M-V/def2-TZVPD
C -2.09 -3.96 2.57
C -1.44 -3.42 1.18
H -1.14 -4.13 0.48
H -0.68 -2.79 1.32
O -2.59 -2.80 0.40
C -2.53 -2.47 -0.70
O -1.71 -2.98 -1.28
C -3.59 -1.41 -1.34
N -3.53 -0.14 -0.61
C -2.80 0.83 -1.15
O -2.65 1.07 -2.32
N -2.69 2.08 -0.48
C -2.83 1.93 0.92
H -3.06 3.26 1.24
C -1.62 1.70 1.73
H -1.75 0.65 2.32
H -1.50 2.19 2.80
C -0.38 1.81 1.09
C -0.09 0.70 0.09
O -0.67 -0.43 0.62
O 0.41 0.81 -1.06
C 0.56 -0.19 -1.71
C 0.36 0.28 -3.23
H 0.48 -0.62 -3.79
H 1.00 1.17 -3.81
H -0.59 0.48 -3.36
H 0.05 -1.31 -1.58
H 1.76 -0.43 -1.80
C -0.55 3.07 0.23
H 0.48 3.24 -0.36
C -1.63 3.07 -0.92
H -2.18 3.90 -1.13
H -1.27 2.65 -1.82
H -0.66 3.84 0.75
C 0.85 1.90 1.95
C 2.26 1.90 1.31
O 2.37 0.31 0.95
C 3.39 -0.18 0.67
C 4.41 0.60 -0.11
C 5.32 0.06 -0.75
C 5.51 -1.51 -0.87
C 4.25 -2.12 -0.26
C 3.28 -1.63 0.24
H 2.51 -2.29 0.65
H 4.27 -3.20 -0.72
H 6.37 -1.98 -1.61
H 6.32 0.42 -1.21
H 4.60 1.48 0.05
H 2.30 2.29 0.19
H 2.90 2.15 1.95
H 0.79 1.27 2.69
H 0.92 3.00 2.34
H -3.54 1.60 1.22
H -3.25 -0.37 0.57
H -3.32 -1.30 -2.17
H -4.50 -1.79 -0.82
H -2.47 -3.20 3.07
H -1.46 -4.54 3.04
H -2.98 -4.49 2.32
```

***

Here is a structure of composition C21H30N2PbSi at a distorted geometry from the OMol25 dataset. Energies are from ωB97M-V/def2-TZVPD.

Results
Energy above the lowest of the compared OMol25 structures with the same formula, charge and spin, kcal/mol: 0.0
Net charge: +2
Spin multiplicity: 1
HOMO-LUMO gap, eV: 6.90
LUMO energy, eV: -6.304
E_HOMO, eV: -13.2

Geometry as XYZ:
```
55
C21H30N2PbSi ωB97M-V/def2-TZVPD
C 0.93 1.99 -0.06
C -0.06 2.12 -1.07
C -1.33 1.89 -0.49
H 0.11 2.44 -2.11
C -1.14 1.61 0.90
C 0.26 1.67 1.16
H 0.72 1.65 2.16
H 2.00 2.19 -0.17
H -2.30 2.01 -0.99
H -1.93 1.51 1.65
Pb -0.14 -0.80 -0.32
C -1.35 -3.04 -4.68
H -2.39 -3.11 -4.39
H -0.93 -3.98 -5.03
H -1.26 -2.35 -5.56
Si -0.32 -1.50 -4.15
C 1.49 -1.27 -4.38
C 2.08 -0.02 -4.07
H 1.44 0.84 -3.81
C 3.47 0.13 -4.10
H 3.91 1.11 -3.88
C 4.28 -0.97 -4.41
H 5.37 -0.84 -4.43
C 3.71 -2.21 -4.68
H 4.35 -3.07 -4.91
C 2.32 -2.37 -4.66
H 1.86 -3.34 -4.86
C -1.34 0.03 -4.37
C -0.97 0.94 -5.37
H -0.10 0.72 -6.01
C -1.71 2.12 -5.56
H -1.42 2.80 -6.35
C -2.80 2.40 -4.73
H -3.37 3.32 -4.88
C -3.15 1.51 -3.71
H -4.00 1.73 -3.06
C -2.43 0.33 -3.53
H -2.69 -0.36 -2.72
H -0.35 -1.52 -2.61
H -0.65 -2.88 -3.60
N 1.49 -1.32 1.51
C 1.22 -2.67 2.09
C 0.00 -2.69 3.00
C -1.05 -1.61 2.83
N -1.62 -1.63 1.45
H 1.51 -0.59 2.24
H 2.42 -1.28 1.08
H 1.10 -3.36 1.25
H 2.12 -3.00 2.64
H -0.48 -3.68 2.89
H 0.34 -2.66 4.04
H -1.88 -1.77 3.54
H -0.66 -0.61 3.02
H -2.42 -0.99 1.37
H -1.99 -2.56 1.22
```

***

Here is a structure of composition C21H30N3O2 at a distorted geometry from the OMol25 dataset. Energies are from ωB97M-V/def2-TZVPD.

Results
Energy above the lowest of the compared OMol25 structures with the same formula, charge and spin, kcal/mol: 478.6
Net charge: +1
Spin multiplicity: 1
HOMO-LUMO gap, eV: 5.37
LUMO energy, eV: -4.393
E_HOMO, eV: -9.8

Geometry as XYZ:
```
56
C21H30N3O2 ωB97M-V/def2-TZVPD
C 7.78 -1.92 -1.08
C 8.27 -0.51 -0.76
H 9.35 -0.35 -0.65
H 7.89 0.16 -1.58
C 7.46 -0.24 0.39
C 5.89 -0.08 0.44
C 5.27 0.96 -0.10
C 3.96 1.19 -0.57
C 3.12 0.17 -0.07
C 3.78 -0.99 0.67
C 5.05 -0.81 0.87
H 5.44 -1.76 1.26
H 3.12 -1.91 0.92
O 1.82 0.20 -0.06
C 1.14 1.19 -0.83
C -0.43 0.91 -0.48
O -1.06 1.75 -1.26
H -0.72 2.02 -2.08
H -0.44 0.05 -1.10
C -0.81 1.00 0.99
N -2.20 0.59 1.06
C -3.27 1.64 0.89
H -2.83 2.66 1.07
H -3.39 1.58 -0.18
C -4.45 1.37 1.24
N -4.78 -0.12 1.11
C -5.79 -0.60 0.21
N -6.40 0.76 -0.47
C -7.54 0.38 -1.20
C -7.86 -0.87 -1.55
C -7.26 -1.82 -1.04
C -6.28 -1.75 -0.22
H -5.77 -2.54 0.41
H -7.62 -3.06 -1.23
H -8.73 -1.05 -2.31
H -7.84 1.51 -1.70
C -3.82 -1.09 1.35
H -4.13 -2.10 1.57
C -2.55 -0.71 0.81
H -1.87 -1.31 1.20
H -2.62 -0.96 -0.13
H -3.83 -0.93 2.84
H -5.33 1.90 1.34
H -4.28 1.04 2.58
H -6.24 1.61 -0.33
H 0.03 0.20 1.39
H -0.54 1.85 1.30
H 1.58 1.15 -1.72
H 1.42 2.24 -0.29
H 3.44 2.09 -0.91
H 6.00 1.94 -0.68
H 7.84 0.96 0.78
H 7.87 -0.72 1.23
H 8.30 -2.28 -1.99
H 8.13 -2.69 -0.27
H 6.70 -1.90 -1.11
```

***

Here is a structure of composition C21H30N3O6PRhS4 from the OMol25 dataset. Energies are from ωB97M-V/def2-TZVPD.

Results
Energy above the lowest of the compared OMol25 structures with the same formula, charge and spin, kcal/mol: 38.1
Net charge: 0
Spin multiplicity: 2
HOMO-LUMO gap (alpha / beta), eV: 6.33 / 6.45
LUMO energy (alpha / beta), eV: -1.504 / -1.382
E_HOMO (alpha / beta), eV: -7.8 / -7.8

Geometry as XYZ:
```
66
C21H30N3O6PRhS4 ωB97M-V/def2-TZVPD
Rh 0.51 0.42 -0.31
C 4.54 -1.00 4.26
C 3.73 0.03 3.51
O 3.35 -0.47 2.20
P 1.88 -0.96 1.94
S 1.75 -1.55 0.03
S 0.55 0.57 2.00
O 1.68 -2.04 3.04
C 0.38 -2.70 3.34
C 0.50 -3.35 4.69
H 4.87 -0.59 5.21
H 5.41 -1.28 3.68
H 3.94 -1.89 4.45
H 4.30 0.94 3.31
H 2.83 0.31 4.06
H 0.22 -3.43 2.55
H -0.40 -1.95 3.32
H 1.31 -4.09 4.70
H -0.45 -3.84 4.90
H 0.69 -2.60 5.46
C -5.50 1.93 -0.58
C -5.09 2.51 -1.93
C -3.73 2.01 -2.42
N -2.64 2.37 -1.51
C -1.44 2.86 -1.75
S -0.17 2.75 -0.60
N -1.16 3.49 -2.92
C -1.94 4.37 -3.74
O -1.72 4.39 -4.92
C -2.91 5.27 -3.07
C -2.69 5.77 -1.79
C -3.59 6.66 -1.23
C -4.71 7.05 -1.95
C -4.93 6.57 -3.24
C -4.02 5.69 -3.80
H -6.50 2.25 -0.32
H -4.84 2.27 0.23
H -5.49 0.84 -0.59
H -5.08 3.59 -1.89
H -5.82 2.22 -2.69
H -3.51 2.39 -3.41
H -3.76 0.92 -2.50
H -2.74 2.04 -0.56
H -0.19 3.45 -3.20
H -1.81 5.48 -1.23
H -3.42 7.06 -0.24
H -5.42 7.75 -1.52
H -5.79 6.89 -3.80
H -4.15 5.32 -4.81
N -1.00 -0.71 -1.46
C -1.69 -1.54 -0.48
C -2.50 -0.95 0.47
C -3.03 -1.72 1.50
C -2.72 -3.07 1.58
C -1.95 -3.66 0.60
C -1.43 -2.90 -0.44
S -3.23 -3.98 3.05
O -4.66 -4.11 2.93
O -2.47 -5.22 2.95
O -2.78 -3.09 4.11
H -1.65 -0.12 -1.97
H -0.56 -1.32 -2.15
H -2.67 0.12 0.47
H -3.63 -1.26 2.27
H -1.74 -4.72 0.67
H -0.80 -3.35 -1.19
```

***

Here is a structure of composition C21H30N3OS3Ti from the OMol25 dataset. Energies are from ωB97M-V/def2-TZVPD.

Results
Energy above the lowest of the compared OMol25 structures with the same formula, charge and spin, kcal/mol: 0.0
Net charge: +1
Spin multiplicity: 3
HOMO-LUMO gap (alpha / beta), eV: 6.99 / 7.38
LUMO energy (alpha / beta), eV: -2.379 / -3.552
E_HOMO (alpha / beta), eV: -9.4 / -10.9

Geometry as XYZ:
```
59
C21H30N3OS3Ti ωB97M-V/def2-TZVPD
Ti 0.01 0.00 -0.32
C 1.42 0.87 4.96
C 1.31 2.16 4.47
C 1.15 2.40 3.12
C 1.11 1.32 2.23
C 1.24 0.02 2.72
C 1.40 -0.20 4.08
N 0.89 1.48 0.85
N 1.09 2.69 0.38
C 0.80 2.77 -0.94
C 1.06 3.98 -1.63
C 0.82 4.05 -2.97
C 0.32 2.92 -3.65
C 0.06 1.79 -2.93
N 0.27 1.70 -1.59
H 1.55 0.70 6.02
H 1.34 3.00 5.15
H 1.05 3.40 2.73
H 1.28 -0.82 2.03
H 1.52 -1.21 4.45
H 1.47 4.80 -1.06
H 1.03 4.96 -3.51
H 0.15 2.94 -4.71
H -0.32 0.90 -3.41
C -2.95 -1.99 -1.33
C -2.02 -2.91 -0.55
S -1.07 -2.21 0.82
C -2.30 -1.68 2.03
C -3.12 -0.44 1.67
S -2.03 0.94 1.20
C -2.93 1.74 -0.15
C -3.38 0.84 -1.31
S -2.17 -0.42 -1.85
H -3.84 -1.76 -0.76
H -3.27 -2.50 -2.24
H -1.24 -3.31 -1.21
H -2.58 -3.76 -0.18
H -1.71 -1.48 2.92
H -2.96 -2.52 2.26
H -3.70 -0.13 2.55
H -3.82 -0.63 0.87
H -2.23 2.50 -0.51
H -3.80 2.27 0.25
H -3.59 1.46 -2.17
H -4.30 0.31 -1.07
C 2.45 -1.98 -2.69
C 2.37 -1.99 -1.17
C 2.04 -3.37 -0.64
C 3.65 -1.46 -0.54
O 1.32 -1.10 -0.78
H 3.23 -2.65 -3.03
H 2.67 -0.97 -3.05
H 1.50 -2.30 -3.12
H 2.83 -4.08 -0.88
H 1.11 -3.74 -1.08
H 1.92 -3.35 0.45
H 4.50 -2.08 -0.82
H 3.57 -1.44 0.54
H 3.85 -0.44 -0.89
```